The following is a quantum chemistry calculation of C35H46BrN3O3SiV as an isolated structure in a non-equilibrium geometry, from the OMol25 dataset.

Results
Orbital gap (spin up / spin down) ... 7.52 / 8.25 eV
Lowest unoccupied orbital energy (spin up / spin down) ... -0.382 / 0.316 eV
Energy relative to the best compared isomer or geometry (same formula, charge and spin) ... 43.1 kcal/mol

Geometry as ORCA input:
```
! RIJCOSX wB97M-V def2-TZVPD def2/J DEFGRID3
* xyz 0 2
V -0.756 -0.045 1.038
C -4.250 -1.200 2.895
C -3.375 -1.033 1.703
O -2.072 -0.746 2.021
C -3.731 -1.115 0.421
C -2.757 -0.732 -0.676
C -0.814 -1.527 -1.961
N -1.984 0.443 -0.235
N -2.759 1.551 0.171
C -2.140 2.177 1.113
O -0.957 1.770 1.572
C -2.844 3.284 1.801
C -4.008 3.828 1.262
C -4.679 4.828 1.943
C -4.197 5.292 3.163
C -3.037 4.755 3.696
C -2.358 3.753 3.014
H -3.992 -2.106 3.450
H -5.297 -1.255 2.600
H -4.114 -0.354 3.570
H -4.765 -1.300 0.167
H -1.028 -2.164 -2.822
H 0.227 -1.670 -1.669
H -0.918 -0.493 -2.282
H -4.376 3.456 0.317
H -5.581 5.251 1.522
H -4.727 6.073 3.692
H -2.656 5.115 4.642
H -1.447 3.328 3.415
C 6.683 1.215 2.398
C 6.391 0.072 1.416
C 7.261 0.259 0.173
C 6.774 -1.263 2.066
C 4.899 0.088 1.077
C 3.968 -0.304 2.040
C 2.634 -0.274 1.713
Br 1.322 -0.767 2.994
C 2.161 0.130 0.464
O 0.839 0.025 0.233
C 3.062 0.625 -0.483
C 4.418 0.548 -0.140
C 2.678 1.200 -1.856
C 1.303 1.884 -1.897
C 2.707 0.063 -2.885
C 3.700 2.268 -2.268
H 7.746 1.241 2.646
H 6.123 1.089 3.325
H 6.407 2.178 1.967
H 8.312 0.174 0.452
H 7.126 1.242 -0.280
H 7.050 -0.499 -0.584
H 7.848 -1.287 2.256
H 6.524 -2.103 1.416
H 6.273 -1.416 3.021
H 4.275 -0.623 3.024
H 5.133 0.879 -0.877
H 0.472 1.194 -1.812
H 1.215 2.404 -2.854
H 1.196 2.622 -1.099
H 2.003 -0.725 -2.615
H 3.701 -0.381 -2.955
H 2.430 0.440 -3.872
H 3.767 3.058 -1.520
H 3.380 2.718 -3.209
H 4.699 1.865 -2.432
C -3.447 -4.314 -0.357
Si -1.793 -3.458 -0.227
C -0.591 -4.414 -1.292
C -1.202 -3.667 1.530
N -1.726 -1.783 -0.831
C -3.491 -0.456 -1.985
C -3.352 0.736 -2.684
C -4.006 0.918 -3.895
C -4.803 -0.086 -4.423
C -4.942 -1.281 -3.732
C -4.290 -1.460 -2.523
H -3.266 -5.369 -0.132
H -3.883 -4.272 -1.356
H -4.179 -3.940 0.355
H -0.583 -5.449 -0.941
H 0.430 -4.038 -1.229
H -0.879 -4.426 -2.344
H -1.004 -4.731 1.686
H -1.919 -3.341 2.280
H -0.265 -3.139 1.716
H -2.737 1.527 -2.281
H -3.890 1.852 -4.428
H -5.310 0.059 -5.368
H -5.559 -2.074 -4.134
H -4.403 -2.396 -1.989
*
```

The following is a quantum chemistry calculation of C32H54IrN2O3P2Si as an isolated structure in a non-equilibrium geometry, from the OMol25 dataset.

Results
Orbital gap (spin up / spin down) ... 6.98 / 6.98 eV
Lowest unoccupied orbital energy (spin up / spin down) ... -3.416 / -3.543 eV
Energy relative to the best compared isomer or geometry (same formula, charge and spin) ... 9.1 kcal/mol

Geometry as ORCA input:
```
! RIJCOSX wB97M-V def2-TZVPD def2/J DEFGRID3
* xyz 1 1
Ir 0.295 0.542 -0.007
C -0.510 0.173 4.918
C -0.450 -0.234 3.442
C 0.110 -1.657 3.339
P 0.473 0.889 2.309
C 0.330 2.588 2.962
C -1.143 3.001 2.968
C 1.190 3.539 2.131
C 2.203 0.404 2.491
C 2.874 0.210 3.697
C 4.150 -0.325 3.710
C 4.751 -0.686 2.509
C 4.112 -0.464 1.302
C 2.847 0.119 1.293
N 2.145 0.368 0.071
C 2.927 0.863 -1.028
C 4.133 1.535 -0.852
C 4.791 2.060 -1.953
C 4.259 1.933 -3.228
C 3.041 1.292 -3.400
C 2.371 0.761 -2.303
P 0.719 0.032 -2.286
C -0.156 0.632 -3.794
C 0.214 -0.090 -5.093
C -1.670 0.594 -3.581
C 1.016 -1.767 -2.599
C 1.995 -2.382 -1.598
C -0.303 -2.542 -2.651
H -1.122 -0.556 5.453
H -0.943 1.152 5.092
H 0.477 0.154 5.380
H -1.462 -0.228 3.022
H 0.986 -1.769 3.979
H 0.420 -1.924 2.331
H -0.637 -2.377 3.680
H 0.715 2.564 3.987
H -1.559 2.880 1.974
H -1.235 4.048 3.261
H -1.748 2.413 3.654
H 0.884 3.528 1.083
H 2.249 3.279 2.183
H 1.075 4.558 2.505
H 2.389 0.458 4.632
H 4.664 -0.483 4.648
H 5.731 -1.144 2.511
H 4.589 -0.745 0.373
H 4.545 1.677 0.136
H 5.722 2.591 -1.807
H 4.775 2.351 -4.082
H 2.605 1.237 -4.386
H 0.161 1.674 -3.877
H -0.162 -1.113 -5.101
H 1.283 -0.129 -5.292
H -0.258 0.431 -5.929
H -2.052 -0.424 -3.664
H -2.178 1.198 -4.335
H -1.942 0.965 -2.597
H 1.483 -1.801 -3.586
H 1.651 -2.284 -0.569
H 2.985 -1.931 -1.681
H 2.095 -3.449 -1.803
H -0.915 -2.338 -1.774
H -0.094 -3.613 -2.685
H -0.893 -2.296 -3.533
O -0.433 -3.657 0.609
C -1.421 -2.794 0.761
O -1.314 -1.617 0.491
C -2.716 -3.403 1.270
N -2.536 -4.854 1.439
C -3.423 -5.528 0.466
C -4.574 -4.556 0.243
C -3.871 -3.198 0.259
H -2.934 -2.918 2.223
H -2.754 -5.141 2.382
H -0.826 -4.517 0.923
H -3.723 -6.502 0.849
H -2.874 -5.691 -0.465
H -5.288 -4.629 1.066
H -5.112 -4.739 -0.687
H -4.521 -2.379 0.557
H -3.472 -2.954 -0.727
C -1.947 4.662 -0.031
Si -1.851 3.082 -1.011
C -3.626 2.647 -1.380
C -0.838 3.473 -2.539
O -1.121 1.820 -0.201
H -2.451 5.410 -0.650
H -0.965 5.062 0.236
H -2.530 4.554 0.883
H -4.024 3.357 -2.110
H -4.223 2.747 -0.470
H -3.792 1.642 -1.767
H -1.401 3.343 -3.466
H 0.045 2.831 -2.583
H -0.477 4.504 -2.517
*
```

The following is a quantum chemistry calculation of a 10-piece molecular cluster, C29H68F8N10O21S8 overall in a non-equilibrium geometry, from the OMol25 dataset.

Results
Orbital gap ... 2.52 eV
Lowest unoccupied orbital energy ... -8.737 eV

Geometry as ORCA input:
```
! RIJCOSX wB97M-V def2-TZVPD def2/J DEFGRID3
* xyz 2 1
C -4.928 -3.858 -4.565
C -5.147 -3.587 -3.074
O -4.957 -2.489 -2.493
N -5.577 -4.703 -2.195
H -6.313 -5.128 -2.741
H -4.826 -5.341 -1.972
C -6.276 -4.187 -0.834
H -4.494 -2.931 -4.940
H -5.854 -3.995 -5.125
H -4.218 -4.635 -4.847
H -7.113 -3.594 -1.203
H -5.595 -3.650 -0.174
H -6.632 -5.136 -0.434
C -0.021 4.235 -3.901
C 0.601 4.545 -2.577
O 1.787 4.414 -2.280
N -0.310 5.142 -1.566
H -1.166 5.431 -2.018
H -0.781 4.515 -0.930
C 0.317 6.262 -0.687
H 0.635 3.484 -4.340
H -0.073 5.124 -4.530
H -1.006 3.784 -3.779
H 0.714 7.026 -1.354
H 0.986 5.754 0.007
H -0.488 6.789 -0.175
C 5.242 1.739 7.412
C 5.425 2.107 5.938
O 4.777 3.023 5.420
N 6.149 1.055 5.073
H 7.091 1.378 4.906
H 6.408 0.207 5.557
C 5.336 0.685 3.798
H 4.782 0.771 7.609
H 4.632 2.568 7.770
H 6.281 1.695 7.738
H 4.362 0.442 4.223
H 5.800 -0.150 3.273
H 5.425 1.639 3.277
C -3.183 4.435 5.761
C -4.010 3.997 4.597
O -5.033 3.353 4.770
N -3.604 4.454 3.192
H -2.968 5.231 3.306
H -2.996 3.787 2.740
C -4.807 4.809 2.264
H -2.953 5.477 5.539
H -2.285 3.824 5.849
H -3.842 4.308 6.620
H -5.153 3.804 2.024
H -4.312 5.335 1.447
H -5.324 5.525 2.903
C 8.017 0.665 -3.995
C 6.675 0.662 -4.784
C 7.062 0.635 -6.301
C 5.935 0.262 -7.233
C 5.406 -1.140 -6.886
C 4.936 -1.375 -5.440
N 5.917 -0.673 -4.473
O 5.784 -0.904 -3.100
C 4.901 -2.869 -5.188
C 3.523 -0.655 -5.362
C 5.816 1.888 -4.473
H 8.661 1.520 -4.200
H 8.675 -0.149 -4.298
H 7.880 0.589 -2.917
H 7.751 -0.194 -6.458
H 7.503 1.557 -6.681
H 6.226 0.238 -8.283
H 5.182 1.021 -7.020
H 6.337 -1.695 -6.995
H 4.550 -1.369 -7.522
H 4.329 -3.286 -6.017
H 4.504 -3.208 -4.231
H 5.860 -3.387 -5.183
H 3.483 0.332 -5.821
H 3.268 -0.558 -4.307
H 2.615 -1.080 -5.789
H 5.484 2.005 -3.442
H 4.941 1.834 -5.121
H 6.355 2.795 -4.746
C -3.608 -3.043 4.844
C -3.239 -4.237 3.958
C -2.000 -5.038 4.600
N -1.419 -6.076 3.598
C -0.740 -5.368 2.432
C -0.456 -7.076 4.343
C -0.729 -8.481 3.853
C -2.190 -8.442 3.630
C -2.488 -7.046 3.095
H -4.537 -2.731 4.367
H -3.071 -2.099 4.746
H -4.006 -3.180 5.849
H -3.027 -3.762 3.000
H -4.109 -4.877 3.811
H -2.220 -5.483 5.571
H -1.154 -4.362 4.718
H -1.515 -4.771 1.951
H -0.201 -6.078 1.804
H 0.069 -4.849 2.946
H 0.589 -6.764 4.335
H -0.840 -6.809 5.327
H -0.255 -8.880 2.956
H -0.507 -9.089 4.730
H -2.607 -9.185 2.950
H -2.823 -8.722 4.472
H -2.554 -7.003 2.008
H -3.409 -6.711 3.571
N -1.201 1.889 0.743
S 0.059 1.138 1.684
O 1.200 0.638 0.899
O -0.334 0.500 2.969
F 0.616 2.598 2.148
S -1.405 0.662 -0.116
O -1.472 -0.606 0.555
O -0.961 0.676 -1.535
F -2.993 1.024 -0.326
N -1.094 7.722 3.900
S 0.494 8.146 4.503
O 0.655 8.670 5.863
O 1.471 8.559 3.488
F 0.988 6.603 4.726
S -1.549 9.184 4.025
O -0.916 10.135 3.102
O -2.081 9.554 5.301
F -2.941 8.922 3.161
N -3.799 6.376 -3.123
S -4.542 7.676 -2.924
O -5.641 7.767 -1.954
O -4.603 8.703 -3.964
F -3.387 8.355 -1.982
S -5.144 5.488 -3.623
O -6.134 6.200 -4.434
O -5.598 4.378 -2.750
F -4.525 4.609 -4.843
N -2.044 -7.114 -2.152
S -1.543 -8.581 -2.322
O -0.795 -9.027 -1.178
O -1.319 -9.100 -3.667
F -2.951 -9.356 -1.897
S -0.635 -6.460 -2.866
O -0.673 -6.232 -4.280
O 0.680 -6.751 -2.429
F -0.914 -5.014 -2.180
*
```